Below is an isolated molecule of C4H6N2O, with properties calculated with the ωB97M-V functional and the def2-TZVPD basis.

Its gap between HOMO and LUMO is 9.44 eV. The calculation puts the relative energy (zero: lowest compared OMol25 entry of this formula, charge and spin) at 96.7 kcal/mol. As for the SMILES: CNC(=O)N1C=C1. The lowest unoccupied orbital energy comes out at 0.8 eV. As for the max |F|: 0.4 eV Å⁻¹.

Structure (XYZ):
```
13
Properties=species:S:1:pos:R:3:mulliken_charge:R:1
O 0.17 -1.54 2.04 -0.596
C 0.02 -0.97 0.97 0.509
N -1.05 -0.14 0.75 -0.145
C -1.23 0.84 -0.30 -0.882
C 1.15 -0.25 -1.19 -0.508
C 1.98 -0.16 -0.24 0.017
N 0.97 -1.24 -0.08 -0.324
H -1.63 -0.05 1.58 0.263
H -2.05 1.51 -0.01 0.338
H -1.50 0.37 -1.25 0.263
H 0.72 -0.05 -2.16 0.376
H -0.34 1.45 -0.44 0.335
H 2.80 0.23 0.34 0.354
```